(1)
{"formula": "C21H51NO12", "method": "ωB97M-V/def2-TZVPD", "multiplicity": 2, "homo_lumo_gap_ha": [0.273, 0.181], "charge": -1, "lumo_energy_ev": [2.329, -0.165], "elements": ["O", "C", "O", "O", "H", "O", "C", "O", "O", "H", "C", "C", "O", "H", "H", "H", "H", "H", "H", "C", "C", "O", "H", "H", "H", "H", "H", "H", "C", "C", "O", "H", "H", "H", "H", "H", "H", "C", "C", "O", "H", "H", "H", "H", "H", "H", "C", "C", "O", "H", "H", "H", "H", "H", "H", "C", "C", "C", "C", "C", "C", "N", "O", "C", "C", "C", "H", "H", "H", "H", "H", "H", "H", "H", "H", "H", "H", "H", "H", "H", "H", "H", "H", "H", "H"], "positions_angstrom": [[-2.271450, -2.461944, -0.117205], [-3.120347, -2.997009, -1.058605], [-3.538996, -4.205583, -1.014292], [-3.339697, -2.342471, -2.079327], [-2.024220, -1.674203, -0.607037], [1.407939, -0.385731, -1.211984], [0.222787, -0.762768, -1.684026], [0.048915, -1.401350, -2.729465], [-0.797461, -0.275043, -1.088800], [0.805286, 0.063810, -0.615055], [-5.260944, 2.408800, -1.302824], [-4.166273, 1.378143, -0.766126], [-3.543384, 0.622760, -1.742319], [-4.956566, 3.169981, -2.021194], [-5.806189, 2.831179, -0.458788], [-6.045134, 1.888665, -1.852929], [-4.491963, 0.671442, -0.002851], [-3.350266, 1.920369, -0.288392], [-2.803106, 0.324162, -1.209013], [3.844995, 0.258090, -4.174096], [4.181981, -0.876640, -3.163150], [3.085795, -1.683209, -3.104807], [2.939779, 0.836333, -3.988862], [3.664532, -0.216333, -5.138693], [4.647218, 0.982661, -4.313849], [4.492819, -0.391695, -2.237778], [5.043476, -1.468506, -3.472391], [2.479437, -1.247367, -2.501508], [3.911414, -3.218678, 0.200219], [3.307500, -4.653103, -0.170406], [3.110170, -4.727536, -1.612088], [4.171841, -3.135487, 1.255375], [3.319534, -2.388857, -0.186021], [4.803841, -2.996276, -0.384764], [2.435773, -4.633123, 0.483662], [3.915257, -5.477843, 0.201784], [3.403228, -5.572672, -1.960595], [-1.024983, -6.449244, -2.208054], [-0.205964, -5.746688, -1.168685], [-0.060129, -4.393791, -1.721128], [-1.111221, -7.517326, -2.008381], [-0.604849, -6.470160, -3.213615], [-2.021360, -6.041193, -2.377787], [0.673394, -6.387225, -1.101347], [-0.661783, -5.713991, -0.179112], [-0.559071, -3.783144, -1.173614], [-0.592796, 2.679459, -2.372054], [-0.797690, 2.631405, -3.829265], [-1.431299, 1.506686, -4.414106], [-1.411563, 2.313998, -1.752244], [-0.593006, 3.756000, -2.201274], [0.329056, 2.441580, -1.841295], [0.181855, 2.679616, -4.304938], [-1.372176, 3.478103, -4.204978], [-1.209259, 1.378037, -5.339168], [1.829622, 2.735370, 1.539487], [0.854534, 2.054399, 2.516138], [1.610225, 1.786173, 3.788920], [0.750583, 1.359196, 4.930959], [-0.106634, 2.582248, 5.159772], [-1.040500, 2.968525, 3.970669], [-0.313512, 2.963610, 2.718462], [-0.989027, 3.216873, 1.522683], [-2.256496, 2.003744, 4.017670], [-1.486576, 4.374484, 4.228031], [0.333550, 0.671135, 2.067962], [2.768735, 2.202949, 1.388808], [1.986622, 3.793120, 1.750705], [1.420838, 2.875171, 0.538770], [2.333880, 0.991030, 3.609521], [2.283082, 2.595316, 4.072926], [1.410440, 1.088031, 5.755075], [0.254342, 0.391613, 4.855905], [0.529147, 3.448432, 5.343134], [-0.681136, 2.448130, 6.076316], [-2.888088, 2.132365, 3.138675], [-1.964233, 0.958694, 4.120423], [-2.866331, 2.258719, 4.884382], [-2.306990, 4.563665, 4.920296], [-0.741361, 5.167881, 4.170769], [-1.894665, 4.778393, 3.301517], [-0.554359, 0.258470, 2.546952], [1.093154, -0.101358, 2.187750], [0.265570, 0.741975, 0.982390], [-0.889092, 4.166557, 1.424173]], "atomic_forces_ev_per_a": [[-2.3, -2.1, -1.1], [1.8, -1.7, 1.6], [0.3, 2.3, 0.0], [-1.0, -0.3, -0.7], [1.6, 1.8, -0.1], [0.7, 0.0, 0.5], [-4.5, -2.4, -5.8], [1.8, -0.3, 0.7], [0.0, 0.5, 2.3], [1.3, 2.0, 2.6], [0.0, -1.8, 0.4], [-0.6, 1.9, 0.1], [-0.2, -0.3, -0.8], [0.7, 0.0, 0.4], [0.3, 0.3, 0.1], [0.0, -0.5, 0.0], [-1.1, 0.3, 0.3], [-0.2, 0.8, 0.4], [1.1, -0.7, -1.0], [0.8, -0.3, -0.6], [0.4, 2.0, -1.1], [-0.4, -1.1, 0.7], [-0.1, -0.3, 0.7], [0.1, 0.0, -0.1], [0.3, 0.0, 0.1], [-0.2, -0.1, 0.6], [0.1, 0.0, -0.4], [-0.7, -0.3, -0.1], [0.6, -1.0, -1.5], [0.8, 2.1, -0.2], [-0.1, 0.2, 1.6], [-0.3, 0.0, 0.0], [-0.9, -0.3, 0.5], [0.5, -0.6, 0.1], [-0.9, -0.6, -0.8], [0.4, 0.1, -0.1], [0.0, -0.1, 0.3], [-1.2, -1.2, -0.7], [-0.8, 1.1, -1.5], [0.8, -1.4, 0.9], [-0.3, -0.3, 0.4], [0.7, 0.6, 0.1], [-0.1, 0.1, 0.5], [0.9, 1.0, 0.2], [-0.2, 0.0, 0.0], [0.1, 0.1, 0.1], [-0.8, 1.3, 2.0], [0.8, -0.6, -2.8], [-0.7, -1.0, 0.9], [-0.1, -0.3, -0.3], [-0.2, 0.4, 0.3], [0.2, -1.0, -0.9], [0.4, 0.5, 0.0], [0.0, 0.5, 0.5], [0.3, 0.3, 0.2], [-0.6, 0.1, -1.1], [-1.0, -0.2, -0.1], [1.4, -0.8, 0.1], [0.5, 0.3, 0.6], [-0.4, -0.2, 0.4], [-0.5, -1.2, 0.9], [2.9, 0.1, 1.0], [-0.7, -0.4, 0.4], [-0.1, 0.5, -0.1], [-1.2, 1.9, -1.8], [1.2, -0.1, -1.5], [0.0, 0.0, 0.4], [0.4, -0.1, 1.0], [-0.4, -0.7, -0.2], [0.0, -0.2, -0.6], [-0.4, 0.5, 0.2], [0.1, 0.7, 0.5], [-0.6, 0.2, -0.9], [0.3, -0.1, 0.0], [-0.5, 0.2, -0.1], [0.1, -0.1, -0.1], [0.1, 0.1, -0.2], [0.0, 0.0, 0.1], [0.5, -0.2, 0.5], [0.9, -0.4, 1.4], [-1.0, -0.6, -0.6], [-0.1, 0.6, -0.2], [0.3, 0.0, 0.2], [-1.1, -0.2, 0.1], [0.0, 0.1, -0.3]], "lowdin_spin": [0.017, 0.013, 0.447, 0.512, 0.002, 0.000, 0.000, 0.001, 0.000, 0.000, 0.000, 0.000, 0.007, 0.000, 0.000, 0.000, 0.000, 0.000, 0.000, 0.000, 0.000, 0.000, 0.000, 0.000, 0.000, 0.000, 0.000, 0.000, 0.000, 0.000, 0.000, 0.000, 0.000, 0.000, 0.000, 0.000, 0.000, 0.000, 0.000, 0.000, 0.000, 0.000, 0.000, 0.000, 0.000, 0.000, 0.000, 0.000, 0.000, 0.000, 0.000, 0.000, 0.000, 0.000, 0.000, 0.000, 0.000, 0.000, 0.000, 0.000, 0.000, 0.000, 0.000, 0.000, 0.000, 0.000, 0.000, 0.000, 0.000, 0.000, 0.000, 0.000, 0.000, 0.000, 0.000, 0.000, 0.000, 0.000, 0.000, 0.000, 0.000, 0.000, 0.000, 0.000, 0.000]}

(2)
{"formula": "C27H50N6O6", "method": "ωB97M-V/def2-TZVPD", "smiles": "CCCNc1c(CC(N)(N)N)ccc2c1C(=O)C=CC2=O.COCCNCCOC.COCCNCCOC", "homo_lumo_gap_ha": 0.270, "charge": 0, "lumo_energy_ev": -1.144, "elements": ["C", "C", "C", "N", "C", "C", "C", "C", "N", "N", "N", "C", "C", "C", "C", "C", "O", "C", "C", "C", "O", "H", "H", "H", "H", "H", "H", "H", "H", "H", "H", "H", "H", "H", "H", "H", "H", "H", "H", "H", "H", "C", "O", "C", "C", "N", "C", "C", "O", "C", "H", "H", "H", "H", "H", "H", "H", "H", "H", "H", "H", "H", "H", "H", "H", "C", "O", "C", "C", "N", "C", "C", "O", "C", "H", "H", "H", "H", "H", "H", "H", "H", "H", "H", "H", "H", "H", "H", "H"], "positions_angstrom": [[4.625833, -4.456334, -2.058242], [3.640373, -4.347878, -3.237037], [2.162490, -4.421788, -2.842312], [1.510761, -3.161848, -2.479427], [1.460555, -2.172088, -3.475986], [0.466929, -2.299274, -4.466267], [-0.582227, -3.362523, -4.343306], [-1.566630, -3.165476, -3.146940], [-2.891662, -2.911244, -3.725210], [-1.167063, -2.035196, -2.295560], [-1.639056, -4.434501, -2.428543], [0.405562, -1.370137, -5.498493], [1.259500, -0.269442, -5.544586], [2.162734, -0.070410, -4.511145], [2.278406, -1.021607, -3.472399], [3.230383, -0.735970, -2.369186], [3.518911, -1.536026, -1.495726], [3.835566, 0.618532, -2.311116], [3.748112, 1.496526, -3.307897], [2.997262, 1.164703, -4.540855], [3.057061, 1.880455, -5.516684], [5.437119, -5.145938, -2.297063], [5.083748, -3.494911, -1.829449], [4.133236, -4.826949, -1.158719], [3.833540, -5.158314, -3.944285], [3.831555, -3.422236, -3.784293], [1.601034, -4.883525, -3.657244], [2.059802, -5.085217, -1.980073], [1.913774, -2.801630, -1.627744], [-0.134033, -4.350198, -4.269268], [-1.194057, -3.379458, -5.244684], [-2.945548, -1.943938, -4.033693], [-3.591441, -3.026461, -2.997408], [-1.979233, -1.529269, -1.974091], [-0.595815, -2.319745, -1.509710], [-0.702705, -4.806590, -2.318929], [-1.982173, -4.267071, -1.487707], [-0.357032, -1.492443, -6.259233], [1.189299, 0.450318, -6.348073], [4.399739, 0.835074, -1.411206], [4.235334, 2.461969, -3.260548], [1.479436, 1.600259, 2.836697], [1.745580, 0.560769, 3.755009], [0.668751, 0.237607, 4.625963], [0.057000, -1.102923, 4.278132], [-0.665375, -1.041942, 3.015163], [-1.067329, -2.328757, 2.457716], [0.009048, -3.354536, 2.121787], [0.831392, -2.999792, 1.028682], [1.929161, -2.154279, 1.336685], [2.429095, 1.896994, 2.393545], [0.811780, 1.274239, 2.029666], [1.033807, 2.466019, 3.332904], [-0.087626, 1.029084, 4.606759], [1.077161, 0.181665, 5.638284], [-0.645041, -1.386436, 5.068886], [0.869868, -1.841417, 4.277942], [-0.096545, -0.556191, 2.333929], [-1.621065, -2.125093, 1.537099], [-1.772729, -2.796487, 3.153340], [-0.504102, -4.272390, 1.822773], [0.629455, -3.604766, 2.991154], [2.360034, -2.388173, 2.313799], [1.649494, -1.096790, 1.310260], [2.680379, -2.315555, 0.567055], [-2.154810, 2.268283, 2.511865], [-1.457780, 3.362285, 3.082172], [-0.936237, 4.296334, 2.146191], [-1.715976, 5.593541, 2.148195], [-3.048352, 5.423462, 1.589992], [-3.935833, 6.572546, 1.729942], [-4.267102, 7.081025, 3.128064], [-5.085919, 6.217284, 3.890056], [-4.411168, 5.174142, 4.563518], [-2.296760, 1.524183, 3.292789], [-3.136698, 2.571141, 2.132330], [-1.583438, 1.808265, 1.700835], [-0.903807, 3.860034, 1.142853], [0.090622, 4.516458, 2.453616], [-1.172790, 6.322648, 1.537977], [-1.723920, 5.969565, 3.180338], [-3.485858, 4.612067, 2.005509], [-4.879267, 6.317834, 1.241558], [-3.502734, 7.405727, 1.165758], [-4.843278, 8.001435, 3.006782], [-3.365874, 7.341277, 3.697796], [-3.427648, 5.495382, 4.918912], [-4.287194, 4.286004, 3.936521], [-5.019746, 4.896028, 5.423535]], "atomic_forces_ev_per_a": [[0.1, 0.1, -0.2], [0.2, -0.1, 0.1], [0.0, -0.2, -0.1], [0.0, 0.0, 0.1], [0.2, 0.4, -0.1], [0.1, 0.2, -0.2], [0.0, 0.0, -0.2], [0.0, -0.1, 0.0], [0.1, 0.1, 0.3], [-0.3, 0.2, -0.1], [0.0, 0.0, 0.1], [0.2, -0.1, 0.3], [0.0, -0.2, 0.3], [-0.2, -0.2, -0.2], [-0.2, -0.1, -0.1], [-0.2, 0.0, -0.1], [0.1, 0.1, 0.1], [0.2, 0.2, -0.1], [0.0, -0.2, 0.2], [0.0, -0.1, 0.0], [0.0, 0.1, 0.0], [0.0, 0.0, 0.0], [-0.1, 0.0, 0.1], [0.0, 0.0, 0.0], [0.0, 0.0, 0.0], [-0.1, 0.0, -0.1], [0.0, 0.1, 0.0], [-0.1, 0.0, 0.0], [0.2, 0.0, 0.0], [0.0, 0.0, 0.0], [0.1, 0.0, 0.0], [0.0, 0.0, -0.1], [0.0, -0.1, -0.1], [-0.1, -0.1, 0.1], [0.0, -0.1, -0.1], [0.0, 0.1, 0.0], [-0.1, 0.0, 0.0], [0.0, 0.0, 0.0], [0.1, 0.0, 0.0], [0.0, -0.1, 0.0], [0.0, 0.0, -0.1], [0.1, 0.0, 0.0], [0.0, 0.0, -0.1], [0.0, 0.0, 0.1], [0.0, 0.0, -0.1], [0.2, 0.0, -0.1], [-0.1, 0.1, 0.1], [-0.1, -0.1, 0.0], [0.0, 0.1, -0.1], [0.0, -0.1, -0.2], [0.0, 0.0, 0.0], [0.0, 0.1, 0.0], [-0.1, 0.0, 0.0], [0.0, 0.0, 0.0], [0.0, 0.0, 0.0], [0.0, 0.0, 0.0], [0.0, 0.0, 0.0], [0.0, 0.0, 0.0], [0.0, 0.0, 0.0], [0.0, 0.0, 0.0], [0.0, 0.0, 0.0], [0.0, 0.1, 0.0], [0.0, 0.0, 0.0], [0.0, 0.0, 0.1], [0.1, 0.0, 0.0], [0.0, 0.1, 0.1], [0.0, -0.1, -0.1], [0.1, 0.0, 0.1], [-0.1, 0.0, 0.0], [0.0, -0.1, 0.1], [0.0, 0.0, -0.1], [0.0, 0.1, 0.0], [0.0, -0.1, 0.0], [-0.1, 0.0, 0.0], [0.0, 0.0, 0.0], [0.0, -0.1, -0.1], [0.0, 0.0, 0.0], [-0.1, 0.0, 0.0], [0.0, 0.0, 0.0], [0.0, 0.0, 0.0], [0.0, 0.0, 0.0], [0.0, 0.0, 0.0], [0.0, 0.0, 0.0], [0.0, 0.0, 0.0], [0.0, 0.0, 0.0], [0.0, -0.1, 0.0], [0.0, 0.0, 0.0], [0.1, 0.0, 0.0], [0.0, 0.0, 0.0]], "lowdin_charge": [-0.099, -0.219, -0.196, 0.031, -0.160, -0.146, -0.074, -0.636, 0.067, 0.088, 0.084, 0.004, 0.006, -0.090, -0.016, -0.299, 0.061, 0.030, 0.031, -0.341, 0.105, 0.065, 0.054, 0.068, 0.102, 0.102, 0.098, 0.118, 0.091, 0.092, 0.111, 0.076, 0.070, 0.066, 0.057, 0.056, 0.071, 0.116, 0.119, 0.121, 0.121, -0.107, -0.184, -0.205, -0.210, -0.046, -0.198, -0.227, -0.195, -0.082, 0.092, 0.071, 0.077, 0.116, 0.123, 0.124, 0.106, 0.067, 0.114, 0.118, 0.120, 0.112, 0.095, 0.076, 0.065, -0.113, -0.209, -0.224, -0.217, -0.051, -0.201, -0.230, -0.178, -0.101, 0.081, 0.077, 0.078, 0.126, 0.116, 0.125, 0.106, 0.069, 0.120, 0.117, 0.121, 0.111, 0.088, 0.072, 0.088]}